Computed, not measured: a cluster of 2 separate species, C4H11ClSi in total, with wB97M-V/def2-TZVPD.

Values from the calculation:
HOMO-LUMO gap   9.07 eV
Electronic energy   -908.65072 hartree
Spin multiplicity   1
HOMO   -0.302 hartree
Largest force on an atom   3.73 eV Å⁻¹
Energy above the lowest of the compared OMol25 structures with the same formula, charge and spin   72.9 kcal per mole

Each line ends with the Mulliken charge.
Geometry (Å):
C  -1.889  0.139  1.052  -1.267
C  -0.795  1.557  -0.755  -1.075
C  1.609  -1.809  -0.942  -0.937
C  -0.607  0.786  0.552  -0.078
Si  1.579  -0.506  0.382  0.606
Cl  3.013  0.978  0.289  -0.264
H  -2.566  1.017  1.246  0.336
H  -2.331  -0.612  0.490  0.376
H  -1.538  -0.250  2.020  0.334
H  -0.832  2.644  -0.826  0.300
H  -1.705  1.205  -1.300  0.310
H  -0.044  1.218  -1.439  0.297
H  0.619  -2.262  -0.730  0.238
H  1.651  -1.522  -2.028  0.306
H  2.334  -2.626  -1.016  0.377
H  -0.116  1.254  1.395  0.304
H  1.618  -1.210  1.609  -0.164



Computed, not measured: a structure of composition C5H11N3, with wB97M-V/def2-TZVPD.

Values from the calculation:
HOMO-LUMO gap   9.78 eV
Electronic energy   -361.29546 hartree
Spin multiplicity   1
HOMO   -0.320 hartree
Largest force on an atom   2.92 eV Å⁻¹
Energy above the lowest of the compared OMol25 structures with the same formula, charge and spin   58.9 kcal per mole

Each line ends with the Mulliken charge.
Geometry (Å):
C  -1.215  -0.233  -0.617  -0.056
C  -0.738  1.274  -0.465  -0.769
C  0.635  1.003  0.342  -0.306
C  -0.003  -0.924  0.082  -0.420
C  1.187  -0.168  -0.442  0.225
H  -2.650  -0.203  0.904  0.201
H  -2.914  -1.455  -0.089  0.213
H  -1.449  -0.496  -1.671  0.320
H  -0.728  1.872  -1.448  0.242
H  -1.294  1.925  0.262  0.349
H  1.329  1.785  0.687  0.413
H  -0.718  0.208  1.888  0.255
H  -0.009  -2.023  0.124  0.428
H  1.116  0.085  -1.508  0.330
H  3.087  -0.474  -1.076  0.257
H  2.856  -1.192  0.349  0.239
N  -2.476  -0.498  -0.020  -0.572
N  0.150  0.029  1.351  -0.623
N  2.637  -0.351  -0.163  -0.727



Computed, not measured: a structure of composition C6H9NSZn, with wB97M-V/def2-TZVPD.

Values from the calculation:
HOMO-LUMO gap (spin up / spin down)   7.98 / 6.00 eV
Electronic energy   -2466.11306 hartree
Spin multiplicity   1
HOMO (spin up / spin down)   -0.288 / -0.285 hartree
Largest force on an atom   3.53 eV Å⁻¹
Energy above the lowest of the compared OMol25 structures with the same formula, charge and spin   25.3 kcal per mole

Each line ends with the Mulliken charge.
Geometry (Å):
Zn  -0.765  -1.677  -0.809  0.289
C  -0.858  2.549  -0.544  -0.918
H  -1.528  1.713  -0.797  0.150
H  -0.570  2.508  0.527  0.245
H  -0.015  2.659  -1.232  0.257
H  -1.630  3.266  -0.715  0.235
H  -1.267  5.564  -0.254  0.023
S  1.456  -2.606  -1.829  -0.496
C  2.046  -2.910  -0.284  0.439
C  3.032  -3.771  0.288  -0.507
C  3.129  -3.960  1.675  -0.131
C  2.306  -3.145  2.435  -0.449
C  1.356  -2.310  1.862  -0.276
N  1.079  -2.355  0.549  -0.297
H  3.521  -4.451  -0.360  0.376
H  3.749  -4.709  2.171  0.376
H  2.357  -3.160  3.490  0.359
H  0.774  -1.588  2.448  0.325



Computed, not measured: a structure of composition CH4Cl2Si, with wB97M-V/def2-TZVPD.

Values from the calculation:
HOMO-LUMO gap   9.92 eV
Electronic energy   -1250.29589 hartree
Spin multiplicity   1
HOMO   -0.394 hartree
Largest force on an atom   3.11 eV Å⁻¹
Energy above the lowest of the compared OMol25 structures with the same formula, charge and spin   120.0 kcal per mole

Each line ends with the Mulliken charge.
Geometry (Å):
C  -0.773  -0.280  0.469  -0.217
Si  0.741  0.029  -0.690  0.617
Cl  -0.147  -0.175  2.579  -0.268
Cl  -1.769  1.055  0.137  -0.090
H  -1.384  -1.254  0.441  0.347
H  0.843  1.415  -0.672  -0.124
H  0.611  -0.065  -2.050  -0.152
H  1.878  -0.724  -0.212  -0.113



Computed, not measured: an isolated molecule of C14H20N2O4S, with wB97M-V/def2-TZVPD.

Values from the calculation:
HOMO-LUMO gap   9.48 eV
Electronic energy   -1354.11028 hartree
Spin multiplicity   1
HOMO   -0.323 hartree
Largest force on an atom   4.42 eV Å⁻¹
Energy above the lowest of the compared OMol25 structures with the same formula, charge and spin   37.1 kcal per mole
SMILES   CSCC[C@H](N)C(=O)N[C@@H](Cc1ccc(O)cc1)C(=O)O

Each line ends with the Mulliken charge.
Geometry (Å):
C  -0.353  4.465  -3.454  -0.789
S  0.296  4.265  -1.779  -0.112
C  -1.197  3.405  -1.089  -0.824
C  -0.736  2.841  0.233  -1.205
C  -1.256  1.426  0.486  0.145
N  -2.626  1.614  0.858  -0.626
C  -0.468  0.589  1.518  -0.049
O  -0.912  0.233  2.598  -0.705
N  0.753  0.142  1.106  -0.158
C  1.154  -0.343  -0.241  0.171
C  0.286  -1.464  -0.680  -0.735
C  0.467  -2.622  0.318  0.157
C  1.435  -3.599  0.031  -0.266
C  1.778  -4.680  0.855  -1.008
C  0.969  -4.724  2.014  1.291
O  1.161  -5.838  2.837  -0.577
C  0.010  -3.830  2.319  -0.889
C  -0.234  -2.703  1.528  -0.266
C  1.329  0.812  -1.316  -0.086
O  0.579  1.024  -2.280  -0.574
O  2.327  1.684  -0.888  -0.502
H  -1.422  4.733  -3.359  0.279
H  -0.164  3.503  -4.008  0.199
H  0.165  5.274  -3.971  0.371
H  -1.628  2.629  -1.766  0.442
H  -2.010  4.114  -0.941  0.583
H  0.382  2.797  0.237  0.553
H  -1.075  3.537  0.971  0.494
H  -1.238  0.817  -0.467  0.293
H  -3.215  0.796  0.405  0.331
H  -2.805  1.531  1.889  0.327
H  1.017  -0.546  1.882  0.531
H  2.194  -0.745  -0.068  0.375
H  0.590  -1.726  -1.633  0.772
H  -0.814  -1.269  -0.911  0.236
H  1.978  -3.325  -0.879  0.344
H  2.493  -5.460  0.570  0.396
H  0.467  -5.852  3.574  0.304
H  -0.701  -4.113  3.114  0.171
H  -1.002  -1.922  1.778  0.181
H  2.024  2.528  -1.392  0.424



Computed, not measured: a structure of composition C2HFLiO2, with wB97M-V/def2-TZVPD.

Values from the calculation:
HOMO-LUMO gap (spin up / spin down)   6.62 / 6.36 eV
Electronic energy   -334.58462 hartree
Spin multiplicity   2
HOMO (spin up / spin down)   -0.291 / -0.284 hartree
Largest force on an atom   4.34 eV Å⁻¹
Energy above the lowest of the compared OMol25 structures with the same formula, charge and spin   13.6 kcal per mole

Each line ends with the Mulliken charge.
Geometry (Å):
C  -0.203  0.619  0.644  0.401
C  0.041  0.274  -0.603  0.044
O  0.778  0.453  -1.609  -0.685
O  -0.557  0.091  1.708  -0.597
H  -0.191  -1.556  1.322  0.460
Li  -0.073  2.103  -1.848  0.882
F  0.205  -1.985  0.385  -0.504



Computed, not measured: the ion C3H3N4O with charge -1, with wB97M-V/def2-TZVPD.

Values from the calculation:
HOMO-LUMO gap (spin up / spin down)   4.54 / 6.93 eV
Total charge   -1
Electronic energy   -410.25402 hartree
Spin multiplicity   3
HOMO (spin up / spin down)   -0.013 / -0.175 hartree
Largest force on an atom   7.33 eV Å⁻¹

Each line ends with the Mulliken charge.
Geometry (Å):
C  -1.583  0.700  0.019  0.501
C  2.067  -0.217  0.007  -0.804
C  0.842  0.304  0.016  -0.023
N  -2.616  -0.174  0.033  -0.343
N  -2.133  -1.384  -0.037  -0.511
N  -0.865  -1.433  0.026  -0.461
N  -0.435  -0.186  0.034  0.522
O  -1.452  1.930  0.011  -0.611
H  2.956  0.399  -0.251  0.242
H  2.345  -1.239  0.364  0.255
H  0.873  1.300  -0.220  0.232



Computed, not measured: an isolated molecule of C17H15N7O2S2, with wB97M-V/def2-TZVPD.

Values from the calculation:
HOMO-LUMO gap   7.23 eV
Electronic energy   -1986.76465 hartree
Spin multiplicity   1
HOMO   -0.302 hartree
Largest force on an atom   5.29 eV Å⁻¹
Energy above the lowest of the compared OMol25 structures with the same formula, charge and spin   53.7 kcal per mole
SMILES   Cc1nn2c(-c3ccccc3)nnc2s/c1=N/Nc1ccc(S(N)(=O)=O)cc1

Each line ends with the Mulliken charge.
Geometry (Å):
C  -1.289  1.500  -0.649  -1.799
C  0.099  1.472  -0.276  0.790
N  0.580  2.459  0.475  -0.971
N  1.943  2.581  0.795  0.590
C  2.563  3.284  1.863  0.304
C  1.977  4.248  2.876  0.606
C  2.856  5.200  3.558  -0.419
C  2.313  6.074  4.510  -0.565
C  0.958  6.071  4.764  -0.401
C  0.066  5.202  4.056  -0.399
C  0.560  4.269  3.141  -0.374
N  3.803  2.899  1.816  -0.410
N  4.139  2.147  0.652  -0.618
C  2.969  1.862  0.209  0.659
S  2.863  0.764  -1.038  -0.256
C  1.039  0.512  -1.043  0.430
N  0.788  -0.553  -1.750  -0.602
N  -0.436  -1.103  -1.582  0.225
C  -0.717  -2.492  -1.839  0.505
C  -0.141  -3.269  -2.818  -0.294
C  -0.570  -4.552  -3.104  -0.135
C  -1.659  -5.166  -2.425  -0.199
S  -2.084  -6.864  -2.641  1.195
N  -3.483  -6.487  -3.256  -0.598
O  -1.412  -7.513  -3.782  -0.647
O  -2.399  -7.630  -1.455  -0.664
C  -2.221  -4.460  -1.423  -0.465
C  -1.722  -3.125  -1.054  -0.765
H  -1.703  2.433  -0.345  0.418
H  -1.490  1.345  -1.684  0.510
H  -1.807  0.677  -0.227  0.488
H  3.902  5.320  3.196  0.356
H  3.029  6.654  4.984  0.449
H  0.511  6.724  5.494  0.375
H  -1.060  5.282  4.210  0.289
H  -0.092  3.559  2.666  0.402
H  -1.065  -0.552  -1.002  -0.043
H  0.810  -2.961  -3.271  0.349
H  -0.002  -5.149  -3.827  0.421
H  -3.866  -7.356  -3.540  0.319
H  -3.167  -5.910  -4.026  0.297
H  -3.151  -4.790  -0.995  0.351
H  -2.231  -2.606  -0.214  0.297



Please write out number 7 again, unchanged.
Computed, not measured: the ion C3H3N4O with charge -1, with wB97M-V/def2-TZVPD.

Values from the calculation:
HOMO-LUMO gap (spin up / spin down)   4.54 / 6.93 eV
Total charge   -1
Electronic energy   -410.25402 hartree
Spin multiplicity   3
HOMO (spin up / spin down)   -0.013 / -0.175 hartree
Largest force on an atom   7.33 eV Å⁻¹

Each line ends with the Mulliken charge.
Geometry (Å):
C  -1.583  0.700  0.019  0.501
C  2.067  -0.217  0.007  -0.804
C  0.842  0.304  0.016  -0.023
N  -2.616  -0.174  0.033  -0.343
N  -2.133  -1.384  -0.037  -0.511
N  -0.865  -1.433  0.026  -0.461
N  -0.435  -0.186  0.034  0.522
O  -1.452  1.930  0.011  -0.611
H  2.956  0.399  -0.251  0.242
H  2.345  -1.239  0.364  0.255
H  0.873  1.300  -0.220  0.232



Question: The highest electronic energy belongs to which entry?
Answer: C2HFLiO2



Question: Which value of largest force on an atom does entry 1 give?
Answer: 3.73 eV Å⁻¹



Question: What is the spin multiplicity in the third record?
Answer: 1